Computed, not measured: 22 unconnected molecules or ions with the total composition C77H188BO29 in a non-equilibrium geometry, with ωB97M-V/def2-TZVPD.

Summary:
Total charge   -1
HOMO energy   -7.60 eV
Kohn-Sham gap   9.49 eV

Each line ends with the Löwdin charge.
Element x y z (Å)
1 O 10.72520 -19.38927 -17.80786  0.09
2 C 11.03150 -20.45960 -17.23886  -0.31
3 O 12.17924 -21.10062 -17.26237  0.20
4 B 12.15593 -22.14885 -16.15981  -0.84
5 O 10.72912 -22.33174 -15.91480  0.23
6 C 10.07292 -21.34334 -16.42491  -0.40
7 O 8.89075 -21.14838 -16.27341  0.14
8 O 12.85042 -21.72068 -14.91741  0.21
9 C 13.65675 -22.67164 -14.50835  -0.37
10 O 14.33399 -22.70493 -13.46448  0.10
11 C 13.65872 -23.75553 -15.60115  -0.40
12 O 12.88506 -23.36746 -16.54507  0.24
13 O 14.33834 -24.76363 -15.53272  0.12
14 C 10.54459 -28.03624 -16.03022  -0.06
15 C 10.41105 -26.51595 -16.11534  -0.25
16 O 9.01245 -26.31233 -16.06565  -0.15
17 C 8.60109 -24.95625 -16.00629  -0.27
18 C 7.08536 -24.92372 -15.93428  -0.06
19 H 11.60194 -28.27935 -15.92524  0.03
20 H 10.08904 -28.50663 -15.15884  0.07
21 H 10.07940 -28.55232 -16.87007  0.08
22 H 11.04362 -26.00600 -15.38877  0.11
23 H 10.76123 -26.17031 -17.08797  0.10
24 H 9.03478 -24.44134 -15.14904  0.10
25 H 8.99495 -24.45187 -16.88866  0.10
26 H 6.74390 -25.53645 -16.76858  0.08
27 H 6.80377 -23.87346 -15.85835  0.07
28 H 6.70220 -25.36864 -15.01594  0.08
29 C 14.41092 -30.77413 -13.43378  -0.05
30 C 15.77072 -30.16472 -13.85711  -0.25
31 O 16.72396 -30.51103 -12.84276  -0.15
32 C 18.03977 -30.05127 -13.18269  -0.25
33 C 19.03706 -30.13443 -11.97888  -0.06
34 H 14.09131 -30.45722 -12.44105  0.05
35 H 13.61537 -30.34441 -14.04250  0.06
36 H 14.37163 -31.86312 -13.45945  0.08
37 H 16.00203 -30.49888 -14.86852  0.10
38 H 15.76181 -29.08386 -13.99768  0.09
39 H 18.37116 -30.57407 -14.07989  0.11
40 H 18.07168 -29.00811 -13.49716  0.08
41 H 18.92938 -31.14772 -11.59190  0.07
42 H 18.82195 -29.43345 -11.17237  0.05
43 H 20.04298 -29.90731 -12.33193  0.07
44 C 5.91541 -16.90968 -25.33881  -0.06
45 C 5.45865 -17.42950 -23.96730  -0.27
46 O 6.40396 -18.40204 -23.49801  -0.18
47 C 5.75788 -19.21432 -22.48656  -0.25
48 C 6.83309 -20.09037 -21.85572  -0.06
49 H 5.85317 -17.66143 -26.12563  0.07
50 H 5.32307 -16.02782 -25.58286  0.07
51 H 6.97880 -16.68092 -25.26829  0.05
52 H 5.42558 -16.58239 -23.28217  0.11
53 H 4.47815 -17.90493 -23.99357  0.11
54 H 5.22122 -18.61857 -21.74820  0.11
55 H 5.04593 -19.78913 -23.07886  0.11
56 H 7.34328 -20.62425 -22.65746  0.08
57 H 6.41550 -20.85310 -21.19848  0.07
58 H 7.49599 -19.54746 -21.18200  0.06
59 C 16.62979 -21.61166 -18.53849  -0.05
60 C 15.31599 -22.21776 -19.07413  -0.26
61 O 15.27579 -22.11029 -20.47440  -0.17
62 C 14.14249 -22.60352 -21.21085  -0.24
63 C 14.30997 -22.31356 -22.72397  -0.05
64 H 17.50135 -22.25056 -18.68092  0.07
65 H 16.86483 -20.65107 -18.99688  0.07
66 H 16.50586 -21.42915 -17.47105  0.05
67 H 15.22375 -23.24266 -18.71472  0.11
68 H 14.39892 -21.72839 -18.74611  0.10
69 H 14.15567 -23.68197 -21.05314  0.09
70 H 13.20210 -22.16471 -20.87737  0.09
71 H 14.35103 -21.26420 -23.01597  0.06
72 H 13.50474 -22.79658 -23.27749  0.07
73 H 15.30512 -22.69747 -22.94841  0.07
74 C 16.40778 -16.98649 -11.55422  -0.06
75 C 15.81354 -18.31233 -12.03451  -0.25
76 O 15.92978 -18.41429 -13.47264  -0.17
77 C 15.43894 -19.65326 -13.89576  -0.30
78 C 15.51551 -19.70764 -15.40030  -0.04
79 H 15.77309 -16.18622 -11.93479  0.05
80 H 16.30662 -16.94392 -10.46976  0.07
81 H 17.44259 -16.84665 -11.86679  0.08
82 H 16.32287 -19.17500 -11.60499  0.11
83 H 14.78832 -18.38861 -11.67228  0.10
84 H 16.06808 -20.40710 -13.42247  0.11
85 H 14.42706 -19.73639 -13.49917  0.11
86 H 16.54985 -19.61002 -15.73000  0.08
87 H 14.86426 -18.96754 -15.86530  0.07
88 H 15.12074 -20.67184 -15.72057  0.06
89 C 15.20961 -13.39717 -17.95429  -0.08
90 C 14.44597 -14.48841 -18.65426  -0.27
91 O 13.28445 -13.83231 -19.17757  -0.16
92 C 12.42560 -14.63691 -19.92289  -0.28
93 C 11.20848 -13.78210 -20.26683  -0.05
94 H 14.66248 -12.87983 -17.16619  0.07
95 H 16.14982 -13.80130 -17.57907  0.08
96 H 15.46157 -12.60198 -18.65592  0.07
97 H 15.11183 -14.88497 -19.42072  0.12
98 H 14.20934 -15.32422 -17.99584  0.09
99 H 12.89991 -15.03119 -20.82159  0.11
100 H 12.13488 -15.47321 -19.28714  0.11
101 H 11.07411 -12.98261 -19.53823  0.08
102 H 10.28785 -14.36535 -20.24779  0.05
103 H 11.27304 -13.30696 -21.24569  0.07
104 C 11.38970 -24.74113 -19.48060  -0.05
105 C 12.54027 -25.74805 -19.47975  -0.26
106 O 12.29640 -26.68666 -20.49706  -0.16
107 C 13.28876 -27.64269 -20.86720  -0.25
108 C 14.63706 -27.00477 -21.24047  -0.07
109 H 11.43622 -24.00985 -18.67364  0.07
110 H 11.40897 -24.22855 -20.44236  0.07
111 H 10.41498 -25.22878 -19.46625  0.08
112 H 13.45329 -25.18472 -19.67252  0.10
113 H 12.48322 -26.28810 -18.53466  0.10
114 H 13.32880 -28.42642 -20.11072  0.11
115 H 12.91015 -28.14341 -21.75829  0.11
116 H 15.24043 -26.76609 -20.36464  0.05
117 H 14.52749 -26.13773 -21.89189  0.07
118 H 15.17597 -27.75128 -21.82392  0.07
119 C 18.08525 -30.33866 -17.68953  -0.07
120 C 17.24758 -29.14120 -18.05842  -0.30
121 O 16.12393 -28.99016 -17.19968  -0.16
122 C 15.32773 -27.83989 -17.56962  -0.23
123 C 14.25400 -27.76310 -16.48907  -0.07
124 H 19.02737 -30.42559 -18.23079  0.08
125 H 18.33300 -30.28599 -16.62937  0.06
126 H 17.46654 -31.22242 -17.84528  0.07
127 H 17.96168 -28.32235 -17.97102  0.10
128 H 16.96620 -29.01478 -19.10386  0.11
129 H 15.96857 -26.96171 -17.49077  0.12
130 H 14.89041 -27.94611 -18.56238  0.09
131 H 13.46938 -27.04635 -16.73146  0.05
132 H 14.72203 -27.57212 -15.52337  0.06
133 H 13.75335 -28.72761 -16.40447  0.07
134 C 14.06357 -15.02001 -13.95691  -0.05
135 C 13.58516 -16.21597 -14.83149  -0.20
136 O 12.17151 -16.31502 -14.69212  -0.22
137 C 11.44676 -15.81307 -15.78805  -0.27
138 C 10.00410 -15.74437 -15.38134  -0.05
139 H 13.83321 -15.11246 -12.89555  0.07
140 H 15.13763 -14.86033 -13.86213  0.06
141 H 13.67273 -14.07123 -14.32457  0.07
142 H 13.93541 -16.24855 -15.86317  0.11
143 H 13.91826 -17.15456 -14.38856  0.09
144 H 11.76009 -14.79018 -15.99694  0.12
145 H 11.63577 -16.38141 -16.69875  0.11
146 H 9.44258 -15.38637 -16.24427  0.08
147 H 10.02744 -14.99131 -14.59365  0.09
148 H 9.52743 -16.65870 -15.02796  0.08
149 C 10.34872 -21.46176 -22.14699  -0.06
150 C 9.93754 -21.62432 -20.71150  -0.31
151 O 9.00047 -22.65017 -20.63272  -0.14
152 C 8.30466 -22.66761 -19.39354  -0.25
153 C 7.34404 -23.85282 -19.37452  -0.05
154 H 10.88530 -20.53089 -22.33045  0.08
155 H 10.95482 -22.31170 -22.46060  0.07
156 H 9.44050 -21.45176 -22.74960  0.07
157 H 10.80623 -21.83532 -20.08783  0.10
158 H 9.55299 -20.63367 -20.46895  0.11
159 H 9.04431 -22.79191 -18.60262  0.10
160 H 7.71763 -21.76380 -19.23036  0.09
161 H 6.68956 -23.90723 -20.24447  0.08
162 H 6.74389 -23.82452 -18.46506  0.06
163 H 7.94805 -24.76001 -19.35816  0.07
164 C 20.74835 -26.94263 -11.55124  -0.07
165 C 20.78036 -25.56704 -10.89967  -0.27
166 O 19.87996 -24.68872 -11.58892  -0.18
167 C 19.86644 -23.38422 -11.03232  -0.29
168 C 18.94094 -22.54523 -11.87264  -0.06
169 H 21.14701 -27.70731 -10.88458  0.08
170 H 19.74930 -27.32056 -11.76841  0.05
171 H 21.31922 -26.90471 -12.47901  0.08
172 H 20.39454 -25.65239 -9.88382  0.11
173 H 21.81967 -25.24518 -10.83377  0.12
174 H 19.57255 -23.31159 -9.98520  0.11
175 H 20.92207 -23.11520 -10.99536  0.11
176 H 19.26509 -22.61859 -12.91074  0.07
177 H 18.99418 -21.47861 -11.65451  0.08
178 H 17.90953 -22.89247 -11.81169  0.07
179 C 8.59461 -14.34440 -24.08605  -0.08
180 C 8.94877 -15.63709 -23.36261  -0.25
181 O 8.36737 -15.61688 -22.03093  -0.18
182 C 8.85682 -16.68768 -21.24740  -0.29
183 C 8.03779 -16.71899 -19.95417  -0.05
184 H 8.60574 -14.44524 -25.17132  0.07
185 H 7.55037 -14.07245 -23.93213  0.07
186 H 9.26110 -13.54535 -23.76137  0.07
187 H 8.53312 -16.48919 -23.90045  0.09
188 H 10.03546 -15.68319 -23.29143  0.11
189 H 8.74229 -17.60732 -21.82119  0.10
190 H 9.92120 -16.48932 -21.12146  0.10
191 H 7.91515 -15.72389 -19.52657  0.07
192 H 8.55685 -17.40571 -19.28554  0.07
193 H 7.02921 -17.08359 -20.14898  0.06
194 C 5.15957 -21.20138 -11.27988  -0.05
195 C 5.26138 -20.67034 -12.72020  -0.49
196 C 6.61825 -21.07380 -13.30368  -0.05
197 O 4.32341 -21.29444 -13.55399  -0.06
198 H 4.14808 -21.21589 -10.87396  0.07
199 H 5.80263 -20.67410 -10.57522  0.08
200 H 5.52661 -22.22650 -11.32984  0.07
201 H 5.06527 -19.59813 -12.72329  0.13
202 H 6.66101 -20.92776 -14.38301  0.05
203 H 6.83620 -22.13058 -13.14935  0.06
204 H 7.44494 -20.51901 -12.85997  0.08
205 H 4.41568 -20.91073 -14.42913  0.03
206 C 17.14328 -26.37644 -9.47797  -0.03
207 C 15.84851 -25.82519 -10.12069  -0.45
208 C 15.92912 -25.61886 -11.60019  -0.04
209 O 14.84731 -26.79622 -9.83832  -0.06
210 H 17.51329 -27.29671 -9.92995  0.07
211 H 17.02994 -26.47625 -8.39848  0.08
212 H 17.87654 -25.60823 -9.72349  0.06
213 H 15.61099 -24.85871 -9.67617  0.14
214 H 15.09870 -25.05984 -12.03146  0.08
215 H 15.98746 -26.56378 -12.14038  0.07
216 H 16.84922 -25.08880 -11.84629  0.07
217 H 15.16177 -27.63128 -10.19243  0.10
218 C 5.60233 -20.20556 -18.39064  -0.04
219 C 5.81283 -20.11258 -16.87272  -0.50
220 C 6.35718 -18.77965 -16.42891  -0.05
221 O 4.61665 -20.28252 -16.17801  -0.06
222 H 6.50162 -19.98939 -18.96740  0.06
223 H 4.78277 -19.57569 -18.73662  0.08
224 H 5.27692 -21.20269 -18.68721  0.08
225 H 6.47251 -20.90581 -16.52100  0.11
226 H 5.75214 -18.00316 -16.89698  0.08
227 H 7.37454 -18.61964 -16.78596  0.08
228 H 6.36057 -18.62555 -15.34987  0.08
229 H 4.06348 -19.52994 -16.39987  0.10
230 C 13.52390 -18.31271 -21.54343  -0.04
231 C 12.96419 -19.02267 -20.33341  -0.50
232 C 13.81189 -18.71689 -19.08323  -0.02
233 O 11.68840 -18.54984 -20.14654  -0.06
234 H 13.51399 -17.22733 -21.44361  0.07
235 H 12.99517 -18.59310 -22.45443  0.07
236 H 14.51808 -18.74131 -21.67000  0.08
237 H 12.87345 -20.08998 -20.53521  0.11
238 H 13.72219 -17.67576 -18.77322  0.07
239 H 14.87046 -18.92794 -19.23481  0.08
240 H 13.49691 -19.25492 -18.18914  0.05
241 H 11.36667 -18.71340 -19.25696  0.02
242 C 10.15714 -18.70198 -11.00501  -0.04
243 C 11.26932 -18.14492 -11.90963  -0.45
244 C 11.33022 -19.00249 -13.20308  -0.05
245 O 11.01556 -16.84885 -12.40673  -0.06
246 H 9.15303 -18.46729 -11.35824  0.08
247 H 10.22432 -18.25448 -10.01337  0.07
248 H 10.35434 -19.77294 -10.95758  0.06
249 H 12.23293 -18.15861 -11.40035  0.12
250 H 12.02343 -18.66004 -13.97138  0.07
251 H 10.37860 -19.12016 -13.72141  0.09
252 H 11.61752 -20.02581 -12.96145  0.05
253 H 11.51090 -16.75151 -13.22329  0.01
254 C 17.82708 -24.08390 -15.94863  -0.04
255 C 18.84332 -25.04870 -15.26206  -0.50
256 C 18.24499 -26.43547 -15.10905  -0.03
257 O 19.94773 -25.09272 -16.07179  -0.03
258 H 16.87489 -23.98894 -15.42671  0.06
259 H 17.56406 -24.31562 -16.98073  0.08
260 H 18.27181 -23.09047 -15.89021  0.07
261 H 19.05964 -24.70626 -14.25010  0.12
262 H 17.16659 -26.31941 -15.00097  0.07
263 H 18.61932 -26.94070 -14.21870  0.05
264 H 18.38499 -27.11635 -15.94864  0.07
265 H 20.51884 -24.35023 -15.86168  0.09
266 C 12.92183 -27.24813 -13.09293  -0.03
267 C 11.92477 -27.35822 -11.91240  -0.42
268 C 11.72356 -28.77302 -11.33776  -0.04
269 O 12.27741 -26.40331 -10.90059  -0.07
270 H 12.95105 -26.24887 -13.52736  0.07
271 H 12.68051 -27.95579 -13.88608  0.06
272 H 13.93558 -27.52419 -12.80278  0.06
273 H 10.95900 -26.96424 -12.22888  0.12
274 H 11.23577 -28.77830 -10.36301  0.08
275 H 12.68249 -29.28303 -11.24587  0.05
276 H 11.07357 -29.38403 -11.96407  0.08
277 H 13.20571 -26.49457 -10.67357  0.04
278 C 13.66835 -20.51093 -9.17948  -0.08
279 C 13.16424 -21.51711 -10.20667  -0.33
280 O 11.94501 -21.97058 -9.68663  -0.09
281 H 14.72350 -20.28799 -9.33780  0.06
282 H 13.64053 -20.95757 -8.18558  0.07
283 H 13.06113 -19.60574 -9.17573  0.07
284 H 13.79541 -22.40558 -10.22527  0.10
285 H 13.01849 -21.13729 -11.21791  0.10
286 H 11.59749 -22.55935 -10.36056  0.03
287 C 9.57877 -22.73424 -12.77826  -0.06
288 C 10.63978 -23.80323 -12.54496  -0.30
289 O 10.75682 -24.05235 -11.18633  -0.07
290 H 9.80241 -21.78889 -12.28389  0.07
291 H 8.59584 -23.06593 -12.44369  0.07
292 H 9.40389 -22.52941 -13.83446  0.05
293 H 11.63024 -23.55135 -12.92397  0.11
294 H 10.25293 -24.71418 -13.00171  0.10
295 H 11.19925 -24.90225 -11.12692  0.04

---

Computed, not measured: a molecular structure, C7H9Cl2HoNO4Sm in a non-equilibrium geometry, with ωB97M-V/def2-TZVPD.

Summary:
Total charge   +4
Multiplicity   10
HOMO energy (alpha / beta)   -22.33 / -22.34 eV
ΔE to the lowest compared entry with this formula, charge and spin   0.000 eV
Kohn-Sham gap (alpha / beta)   6.29 / 6.47 eV

Each line ends with the Löwdin charge.
Element x y z (Å)
1 Ho -4.57974 -2.14601 -1.54093  1.52
2 Sm -0.33668 -1.18793 0.70489  1.51
3 Cl -3.52569 -0.09466 -0.71775  0.03
4 Cl -1.41547 -3.20693 -0.26863  -0.04
5 C 0.99586 -2.83480 1.84348  -0.02
6 C -5.91931 -1.61593 0.22175  -0.11
7 C -4.83868 -3.89485 0.03786  -0.05
8 O 1.48277 -3.79404 2.31488  0.23
9 O -6.38341 -1.36034 1.26787  0.26
10 O -5.08991 -4.63859 0.90408  0.26
11 C 2.93945 2.77669 -0.15374  0.04
12 N 2.12636 1.73687 -0.77596  -0.07
13 C 2.17068 1.54632 -2.21426  0.04
14 C 1.36693 0.93548 -0.08055  -0.42
15 C 1.08184 1.01982 1.41402  -0.01
16 O 0.79946 -0.05637 -0.72745  -0.22
17 H 3.51648 3.27447 -0.93039  0.12
18 H 3.63675 2.36174 0.58847  0.13
19 H 2.32451 3.52548 0.36464  0.13
20 H 2.49532 0.53428 -2.47341  0.12
21 H 1.18119 1.70152 -2.65544  0.12
22 H 2.86781 2.27413 -2.61922  0.12
23 H 0.02916 1.28798 1.61728  0.11
24 H 1.39241 0.07637 1.96114  0.09
25 H 1.68193 1.77930 1.91738  0.13